Molecular formula: C20H26ClN3O2S
Method: DFT, the ωB97M-V functional and the def2-TZVPD basis

Calculated values
**Charge**: 0
**DFT total energy**: -53085.1329 eV
**Kohn-Sham gap**: 8.90 eV
**HOMO level**: -8.30 eV
**Structure (SMILES)**: CSc1nc(Cl)c(Cc2ccc(OCC(C)C)cc2)c(N2CCOCC2)n1

Element x y z (Å)
C  -6.88539  -2.18572  -1.36743
H  -6.14634  -2.74219  -1.93357
H  -6.96268  -2.58249  -0.36089
H  -7.84876  -2.20311  -1.86564
S  -6.37753  -0.44420  -1.28108
C  -4.84780  -0.61808  -0.46970
N  -4.18174  0.49398  -0.24199
C  -3.00339  0.41833  0.38735
N  -2.39517  1.61420  0.56945
C  -0.96506  1.81529  0.69933
H  -0.42557  0.91349  0.41169
C  -0.52732  2.95654  -0.21899
O  -1.12300  4.18790  0.12885
C  -2.41874  4.04129  0.68078
H  -2.34975  3.99735  1.77810
C  -3.13711  2.80086  0.16844
H  -3.24236  2.84367  -0.92209
H  -4.14084  2.73992  0.59249
H  -2.97567  4.94029  0.40599
H  0.55322  3.10345  -0.14542
H  -0.77280  2.69766  -1.25977
H  -0.70532  2.07517  1.73365
C  -2.52070  -0.83185  0.86820
C  -3.31404  -1.91106  0.51669
N  -4.45141  -1.83979  -0.15332
Cl  -2.86747  -3.51801  0.96713
C  -1.32280  -1.02177  1.75256
C  -0.02239  -1.24682  1.01522
C  1.18244  -1.03417  1.67025
C  2.39686  -1.23974  1.04015
C  2.42965  -1.67344  -0.28137
C  1.22026  -1.89651  -0.94174
C  0.01678  -1.68865  -0.30265
H  -0.90276  -1.86946  -0.83905
H  1.25212  -2.24073  -1.96335
O  3.54904  -1.92509  -1.01129
C  4.82120  -1.63619  -0.47240
C  5.15348  -0.13653  -0.48854
C  6.48854  0.10800  0.20777
H  7.28497  -0.43115  -0.30064
H  6.72974  1.16796  0.19637
H  6.45530  -0.22518  1.24299
C  5.18205  0.37431  -1.92638
H  5.99679  -0.09116  -2.47696
H  4.24710  0.13552  -2.42748
H  5.32207  1.45245  -1.94593
H  4.36471  0.39822  0.05215
H  5.52058  -2.17095  -1.12174
H  4.91602  -2.04349  0.54199
H  3.30474  -1.06204  1.59456
H  1.17663  -0.69821  2.69767
H  -1.22327  -0.16589  2.42259
H  -1.50715  -1.90219  2.37701

---

Molecular formula: C20H26ClN3O3
Method: DFT, the ωB97M-V functional and the def2-TZVPD basis

Calculated values
**Charge**: 0
**DFT total energy**: -44299.7513 eV
**Kohn-Sham gap**: 9.55 eV
**HOMO level**: -9.01 eV
**Structure (SMILES)**: O=C(NCc1cccc(Cl)c1)[C@@H]1CCC(=O)N(CCCN2CCCC2=O)C1

Element x y z (Å)
O  -1.11716  3.52776  0.26222
C  -0.91806  2.33353  0.15535
N  -0.20992  1.60758  1.03711
H  0.00384  0.63788  0.83535
C  0.51929  2.20997  2.13421
C  2.00146  1.98345  1.97955
C  2.88193  3.04003  1.79627
C  4.23624  2.80227  1.63124
C  4.72962  1.50946  1.63639
C  3.84369  0.45915  1.81192
C  2.49110  0.68254  1.98942
H  1.81987  -0.15254  2.11315
Cl  4.43671  -1.16571  1.81123
H  5.78259  1.31702  1.50283
H  4.91565  3.62938  1.49109
H  2.50548  4.05157  1.77904
H  0.28285  3.27635  2.12959
H  0.17422  1.76931  3.07786
C  -1.52207  1.49513  -0.97332
C  -1.50504  2.26029  -2.30249
C  -2.79021  2.03849  -3.11354
C  -3.35295  0.64435  -2.94768
O  -3.67180  -0.07636  -3.87357
N  -3.51125  0.28281  -1.64839
C  -2.97740  1.14801  -0.62264
H  -3.04234  0.64677  0.34387
H  -3.55820  2.07611  -0.55949
C  -4.00879  -1.04093  -1.34912
H  -4.71163  -1.28677  -2.14960
C  -2.90727  -2.11265  -1.32432
H  -2.16783  -1.85668  -2.08521
H  -3.34285  -3.07570  -1.59476
C  -2.22285  -2.23220  0.04112
N  -0.97215  -2.94323  -0.02501
C  0.22016  -2.34603  0.13217
O  0.37985  -1.16749  0.39762
C  1.30347  -3.38272  -0.07920
H  2.10023  -3.27334  0.65408
C  0.55628  -4.71329  0.00869
H  0.97048  -5.47371  -0.64929
H  0.58630  -5.08975  1.03161
C  -0.88267  -4.34387  -0.37165
H  -1.62881  -4.91938  0.18223
H  -1.06295  -4.48363  -1.44454
H  1.73481  -3.22109  -1.06940
H  -1.97925  -1.24319  0.43440
H  -2.88914  -2.73939  0.74886
H  -4.54502  -1.01643  -0.39750
H  -3.56029  2.73866  -2.78069
H  -2.61180  2.21551  -4.17385
H  -0.64092  1.94846  -2.89013
H  -1.40026  3.32599  -2.08792
H  -0.96044  0.56156  -1.06390

---

Molecular formula: C20H26CoNO2S2
Method: DFT, the ωB97M-V functional and the def2-TZVPD basis

Calculated values
**Charge**: 0
**DFT total energy**: -86043.5915 eV
**Kohn-Sham gap (spin up / spin down)**: 7.07 / 7.07 eV
**HOMO level (spin up / spin down)**: -6.56 / -6.57 eV

Element x y z (Å)
Co  -0.06757  -0.32766  -0.23559
C  1.91417  -2.03808  1.63447
O  1.69619  -0.68027  1.24943
C  1.45218  0.15290  2.36767
C  1.19405  1.53144  1.83086
O  0.03586  1.46234  1.00926
C  -0.44424  2.73584  0.59382
H  2.80815  -2.10159  2.26073
H  2.04369  -2.62056  0.72715
H  1.04556  -2.41908  2.17677
H  2.31864  0.16364  3.03810
H  0.57830  -0.21140  2.91663
H  2.04831  1.88829  1.24273
H  1.02323  2.22045  2.66427
H  -0.59919  3.37221  1.46787
H  -1.38558  2.57166  0.07970
H  0.26336  3.21420  -0.09043
C  -3.27675  -3.09799  1.64185
C  -2.13198  -2.52018  0.84880
S  -1.53906  -0.95346  1.32093
C  -1.58560  -3.15356  -0.18031
C  -2.04873  -4.50440  -0.66330
S  -0.26586  -2.40162  -1.02781
H  -3.54075  -2.44392  2.47164
H  -3.02574  -4.08191  2.04470
H  -4.16184  -3.21852  1.01193
H  -1.77637  -5.28927  0.04761
H  -1.59315  -4.74783  -1.62252
H  -3.13301  -4.53249  -0.78639
N  1.45601  -0.30026  -1.61029
C  1.70398  0.85546  -2.41109
C  2.99307  1.35227  -2.53106
C  3.23582  2.48801  -3.28711
C  2.17615  3.11687  -3.92524
C  0.89216  2.61232  -3.78679
C  0.62922  1.46958  -3.03047
C  -0.76206  1.00016  -2.81573
C  -1.67641  1.17269  -3.85917
C  -3.03016  0.98864  -3.66494
C  -3.48514  0.65912  -2.39744
C  -2.57762  0.42660  -1.37246
C  -1.19056  0.54327  -1.55623
H  2.31554  -0.66864  -1.21836
H  1.00837  -1.03109  -2.16247
H  3.80868  0.84268  -2.02990
H  4.24258  2.87329  -3.37752
H  2.34464  4.01142  -4.50957
H  0.06400  3.12668  -4.25646
H  -1.30906  1.45115  -4.84010
H  -3.72247  1.12238  -4.48630
H  -4.54658  0.55177  -2.20945
H  -2.95774  0.12743  -0.40870

---

Molecular formula: C20H26CuN2O10
Method: DFT, the ωB97M-V functional and the def2-TZVPD basis

Calculated values
**Spin multiplicity**: 2
**Charge**: -2
**DFT total energy**: -89254.6930 eV
**Kohn-Sham gap (spin up / spin down)**: 6.91 / 6.66 eV
**HOMO level (spin up / spin down)**: -2.57 / -2.57 eV

Element x y z (Å)
Cu  9.52088  -11.75952  2.85298
C  9.27501  -10.19256  6.66102
C  10.00757  -10.51804  7.88921
C  11.35516  -11.26082  7.72957
O  12.09605  -11.39543  8.70628
C  11.59775  -11.89123  6.42686
C  10.80664  -11.67094  5.34052
C  9.55780  -10.80673  5.41543
O  8.77416  -10.76991  4.37065
O  10.97410  -12.13547  4.16615
O  9.76120  -9.99349  8.92510
H  8.34645  -9.69401  6.61709
H  12.55595  -12.34347  6.22986
C  7.60197  -12.05405  1.70185
C  8.66977  -12.11734  0.85033
C  8.54877  -11.75283  -0.61916
O  9.43766  -12.25636  -1.29446
C  7.36390  -11.14510  -1.06202
C  6.39419  -10.65730  -0.17981
C  6.33545  -11.45893  1.18100
O  5.31051  -11.65735  1.75027
O  5.42386  -9.85787  -0.31152
O  9.86227  -12.52657  1.21494
H  7.46976  -12.60322  2.69420
H  7.05295  -10.96882  -2.09702
C  13.79934  -13.45814  0.25561
C  13.46528  -13.17244  1.69345
C  14.43442  -13.87817  2.59316
O  14.16438  -13.75918  4.01809
C  15.07140  -14.26073  4.92371
N  13.21335  -11.76449  1.88350
H  12.94096  -13.15390  -0.35570
H  13.91441  -14.56386  0.12916
H  14.71385  -12.84719  -0.07173
H  12.52791  -13.69218  1.88191
H  15.47618  -13.49895  2.48847
H  14.50888  -14.89451  2.27261
H  15.91114  -13.58195  4.98439
H  15.41026  -15.31155  4.67263
H  14.58172  -14.38107  5.86819
H  13.04797  -11.59827  2.86841
H  12.31737  -11.44091  1.37929
C  11.36383  -14.96588  5.72290
C  9.86692  -14.97291  5.35267
C  9.96849  -15.31031  3.82975
O  8.60200  -15.49626  3.35440
C  8.69311  -15.75793  1.96551
N  9.20796  -16.04910  6.05820
H  11.58745  -14.66760  6.74072
H  11.94658  -14.30495  5.17275
H  11.68340  -15.99197  5.63539
H  9.28895  -14.04648  5.53973
H  10.53863  -16.19694  3.72201
H  10.36156  -14.42442  3.36534
H  7.76729  -16.33704  1.75812
H  9.39638  -16.54306  1.71139
H  8.88076  -14.83774  1.33448
H  8.54618  -16.39417  5.37395
H  8.66443  -15.73813  6.87000

---

Molecular formula: C20H26F3N3O7S2
Method: DFT, the ωB97M-V functional and the def2-TZVPD basis

Calculated values
**Charge**: 0
**DFT total energy**: -69784.8360 eV
**Kohn-Sham gap**: 7.14 eV
**HOMO level**: -8.17 eV
**Structure (SMILES)**: CCCc1c(S)c(CCOCC)c2nc(C(F)(F)F)c(CC(=O)O)nc2c1N.O=S1(=O)OCCO1

Element x y z (Å)
C  -0.30654  4.60611  -2.34423
C  -1.63574  3.80432  -2.62676
C  -1.89921  2.83701  -1.38995
C  -0.98563  1.57943  -1.48121
C  0.24910  1.48275  -0.60865
S  0.75517  2.76025  0.58167
C  1.04986  0.28405  -0.70626
C  2.32611  0.10403  0.20009
C  1.82702  -0.65312  1.53550
O  0.39572  -0.69550  1.54531
C  -0.13165  -1.76058  2.35706
C  -1.02729  -1.09488  3.49027
C  0.70046  -0.85193  -1.62222
N  1.51779  -1.95614  -1.59621
C  1.09829  -2.94650  -2.42525
C  2.00998  -4.23280  -2.35440
F  3.26637  -3.83431  -1.91210
F  2.22153  -4.82015  -3.56783
F  1.58126  -5.11761  -1.39648
C  -0.11966  -2.82784  -3.27019
C  -0.57111  -4.03044  -4.18671
C  -1.35829  -5.12383  -3.37697
O  -0.92967  -5.73360  -2.43348
O  -2.67657  -5.41001  -3.78152
N  -0.94775  -1.74994  -3.33129
C  -0.49236  -0.77699  -2.46688
C  -1.31685  0.48303  -2.37114
N  -2.49116  0.58756  -3.17881
H  -0.01462  5.26339  -3.20006
H  0.50937  3.87712  -2.09564
H  -0.46171  5.25361  -1.43254
H  -1.50551  3.18674  -3.55238
H  -2.50447  4.49496  -2.82840
H  -1.77099  3.35346  -0.39737
H  -2.99689  2.56288  -1.43613
H  0.83932  3.96625  -0.06284
H  2.79927  1.08352  0.45626
H  3.07289  -0.59038  -0.27110
H  2.18603  -0.05155  2.41872
H  2.29308  -1.67042  1.62696
H  0.64357  -2.44236  2.78931
H  -0.85416  -2.32769  1.69535
H  -1.92991  -1.71892  3.74628
H  -0.38838  -0.93116  4.40395
H  -1.30852  -0.07774  3.11754
H  0.26364  -4.44851  -4.80034
H  -1.31890  -3.63615  -4.93554
H  -3.11838  -5.58467  -2.92419
H  -3.22653  1.12921  -2.71576
H  -2.91332  -0.32657  -3.36425
C  0.18657  3.04252  4.69358
C  1.50054  2.45490  4.21793
O  2.09314  1.88499  5.38810
S  0.92543  1.34779  6.36572
O  0.76622  -0.04980  6.14905
O  1.12966  1.90404  7.65745
O  -0.31088  2.11267  5.65949
H  0.33949  4.00284  5.19288
H  -0.52715  3.16726  3.88044
H  2.15795  3.20422  3.78073
H  1.33498  1.65117  3.49542

---

Molecular formula: C20H26F3N6O3TeV
Method: DFT, the ωB97M-V functional and the def2-TZVPD basis

Calculated values
**Spin multiplicity**: 3
**Charge**: +2
**DFT total energy**: -77366.8712 eV
**Kohn-Sham gap (spin up / spin down)**: 6.67 / 7.72 eV
**HOMO level (spin up / spin down)**: -13.93 / -13.94 eV

Element x y z (Å)
V  0.28656  -0.38198  -0.32033
N  3.35710  0.60561  3.18755
C  2.96903  0.75225  1.73818
C  4.03910  0.30313  0.75957
C  3.47370  0.38972  -0.66450
N  2.34849  -0.58493  -0.86727
C  3.01320  1.80868  -0.98208
C  2.03441  2.38131  0.04544
N  0.67443  1.79688  -0.17522
C  2.52331  2.18461  1.47999
H  3.80065  -0.29630  3.37347
H  2.47341  0.63150  3.73013
H  3.99024  1.33964  3.51233
H  2.12839  0.07511  1.64912
H  4.37307  -0.71607  0.97436
H  4.92098  0.94830  0.80011
H  4.27204  0.11395  -1.35447
H  2.64179  -1.49824  -0.51474
H  2.26528  -0.74524  -1.88053
H  2.57220  1.84809  -1.98221
H  3.89549  2.45004  -1.02151
H  1.95614  3.45633  -0.12561
H  0.38480  2.13878  -1.09003
H  0.01279  2.23021  0.47016
H  1.75148  2.48963  2.19168
H  3.37475  2.85889  1.61920
C  -2.39519  1.79374  -1.91117
Te  -1.21719  0.15974  -2.64938
C  -2.85027  -1.09185  -2.07405
C  -3.82241  -0.20042  -1.34207
C  -4.95433  -0.76136  -0.75296
C  -5.86402  0.04232  -0.09024
C  -5.65402  1.41489  -0.01484
C  -4.53472  1.97633  -0.60174
C  -3.61142  1.17086  -1.26612
H  -2.64433  2.43021  -2.75919
H  -1.83188  2.39461  -1.19690
H  -2.46151  -1.89876  -1.45778
H  -3.25952  -1.51687  -2.98919
H  -5.12392  -1.82898  -0.82064
H  -6.74163  -0.39839  0.36248
H  -6.36850  2.04585  0.49590
H  -4.37794  3.04719  -0.55163
F  -1.51924  2.02514  2.07639
C  -1.60299  0.76066  2.57296
F  -2.34299  0.05534  1.71471
F  -2.18698  0.80318  3.74480
C  -0.15548  0.20805  2.65611
O  0.54505  0.50185  3.59902
O  0.21522  -0.49015  1.63044
N  -0.06749  -4.23320  0.24195
C  0.23999  -3.45178  -0.80172
O  0.01861  -2.15997  -0.69284
C  0.81930  -3.88241  -1.97684
C  1.22541  -2.83836  -2.84494
N  1.45738  -1.87401  -3.43694
C  1.04564  -5.26602  -2.20969
N  1.18912  -6.40456  -2.28602
H  -0.01165  -5.23564  0.13026
H  -0.68891  -3.87709  0.94905